No. 1
# C2H3Cl3S

2 unconnected molecules or ions with the total composition C2H3Cl3S (wB97M-V/def2-TZVPD, the Open Molecules 2025 dataset).

Output
ΔE to the lowest compared entry with this formula, charge and spin: 3.357 eV
HOMO energy: -9.192 eV
spin multiplicity: 1

Atoms and positions in Å:
C  0.51  0.93  0.75
C  -0.86  -1.53  -0.21
S  -0.04  2.41  0.39
Cl  2.16  0.60  0.75
Cl  0.71  -2.48  -0.20
Cl  -1.05  -0.69  -1.81
H  -0.62  -0.48  0.37
H  -1.73  -2.11  -0.08
H  0.92  3.34  0.05

Löwdin population analysis, charges in e, atoms 1 to 8: atom 1 (C): -1.1150, atom 2 (C): -0.9324, atom 3 (S): 0.7591, atom 4 (Cl): 0.5846, atom 5 (Cl): 0.4182, atom 6 (Cl): 0.4219, atom 7 (H): -0.0365, atom 8 (H): -0.0024

***

No. 2
# C5H16NOSi

A gas-phase ion, C5H16NOSi (charge +1) (wB97M-V/def2-TZVPD, the Open Molecules 2025 dataset).

Output
ΔE to the lowest compared entry with this formula, charge and spin: 1.098 eV
total charge: +1
HOMO energy: -13.437 eV
SMILES: C[NH2+]CO[Si](C)(C)C
spin multiplicity: 1

Atoms and positions in Å:
C  -2.13  -1.39  -0.15
N  -2.50  -0.04  0.47
C  -1.33  0.83  0.18
O  -0.22  0.19  0.91
Si  1.22  0.19  0.09
C  1.96  -1.32  0.97
C  2.04  2.01  0.39
C  0.85  -0.06  -1.77
H  -1.02  -1.52  0.00
H  -2.90  -2.05  0.38
H  -2.45  -1.45  -1.17
H  -3.40  0.50  0.12
H  -2.51  -0.20  1.60
H  -1.38  1.88  0.53
H  -0.96  0.67  -0.87
H  1.18  -2.10  0.81
H  2.92  -1.55  0.40
H  1.99  -1.35  2.07
H  1.39  2.75  -0.03
H  1.73  2.07  1.44
H  3.13  2.21  0.13
H  0.01  -0.71  -2.12
H  0.67  0.87  -2.16
H  1.68  -0.42  -2.23

Löwdin population analysis, charges in e, atoms 1 to 8: atom 1 (C): 0.0126, atom 2 (N): 0.0063, atom 3 (C): -0.1870, atom 4 (O): -0.2691, atom 5 (Si): 0.5061, atom 6 (C): -0.1494, atom 7 (C): -0.1297, atom 8 (C): -0.1401

***

No. 3
# C3H6BrI

2 unconnected molecules or ions with the total composition C3H6BrI (wB97M-V/def2-TZVPD, the Open Molecules 2025 dataset).

Output
ΔE to the lowest compared entry with this formula, charge and spin: 4.276 eV
HOMO energy: -8.476 eV
spin multiplicity: 1

Atoms and positions in Å:
C  2.67  0.21  -0.67
C  -2.18  -0.75  1.15
C  1.48  -0.60  -0.25
Br  -1.79  1.08  1.36
I  0.96  -2.37  -1.33
H  2.20  1.08  -1.18
H  3.14  0.46  0.30
H  3.28  -0.35  -1.45
H  -1.30  -1.38  0.98
H  -2.68  -0.74  0.11
H  -2.66  -1.16  2.00

Löwdin population analysis, charges in e, atoms 1 to 8: atom 1 (C): -0.2906, atom 2 (C): -0.5980, atom 3 (C): -0.5504, atom 4 (Br): 0.5321, atom 5 (I): 0.6500, atom 6 (H): 0.0925, atom 7 (H): 0.0825, atom 8 (H): 0.0647

***

No. 4
# C4H7NO

A single C4H7NO molecule (wB97M-V/def2-TZVPD, the Open Molecules 2025 dataset).

Output
ΔE to the lowest compared entry with this formula, charge and spin: 4.407 eV
HOMO energy: -8.693 eV
SMILES: C/N=C/[C@H]1CO1
spin multiplicity: 1

Atoms and positions in Å:
C  -1.95  0.04  0.46
N  -0.76  0.85  0.28
C  -0.24  0.43  -0.79
C  1.05  -0.28  -0.63
C  2.02  0.17  0.36
O  1.15  -0.89  0.68
H  -1.54  -0.95  0.73
H  -2.61  -0.11  -0.41
H  -2.43  0.46  1.32
H  -0.83  0.24  -1.70
H  1.28  -0.99  -1.41
H  3.06  -0.10  0.21
H  1.80  1.10  0.87

Löwdin population analysis, charges in e, atoms 1 to 8: atom 1 (C): -0.1344, atom 2 (N): 0.0039, atom 3 (C): -0.1705, atom 4 (C): -0.2564, atom 5 (C): -0.1236, atom 6 (O): -0.0409, atom 7 (H): 0.0909, atom 8 (H): 0.0845